# 1
The molecule C2H2N2O2S at a distorted geometry, computed with ωB97M-V/def2-TZVPD.

Last columns: bonded neighbours and bond lengths (Å).
Element x y z (Å)
1 C 0.87953 0.00568 -0.14300  N5 1.298, O8 1.448, S9 1.819
2 C -1.40588 -0.39022 0.00729  N5 1.489, N6 1.473, O7 1.188
3 H 2.79555 -1.61854 0.78752  S9 1.636
4 H -1.62048 1.69397 -0.33587  N6 0.971
5 N -0.03216 -0.91448 -0.22599  C1 1.298, C2 1.489
6 N -1.10215 1.04255 0.16308  C2 1.473, H4 0.971, O8 1.432
7 O -2.46869 -0.91535 -0.06429  C2 1.188
8 O 0.27245 1.32013 -0.12908  C1 1.448, N6 1.432
9 S 2.68183 -0.22374 -0.05966  C1 1.819, H3 1.636

Values from the calculation:
Energy above the lowest of the compared OMol25 structures with the same formula, charge and spin in eV: 2.689
E_HOMO in eV: -10.2


# 2
A cluster of 15 separate species, C33H84N8O13 in total at a distorted geometry, computed with ωB97M-V/def2-TZVPD.

Last columns: bonded neighbours and bond lengths (Å).
Element x y z (Å)
1 C -2.32716 5.96536 -0.38456  O2 1.192, N3 1.381, H6 1.101
2 O -2.53656 7.13880 -0.37671  C1 1.192
3 N -3.25628 5.06280 -0.86247  C1 1.381, C4 1.434, C5 1.487
4 C -4.50286 5.43053 -1.46896  N3 1.434, H7 1.090, H8 1.090, H9 1.090
5 C -3.04995 3.60071 -0.69074  N3 1.487, H10 1.090, H11 1.090, H12 1.090
6 H -1.38094 5.50842 -0.05580  C1 1.101
7 H -4.43065 6.40731 -1.94729  C4 1.090
8 H -5.26036 5.60322 -0.70446  C4 1.090
9 H -4.78533 4.70234 -2.22926  C4 1.090
10 H -3.83792 3.08806 -0.13903  C5 1.090
11 H -2.91295 3.01268 -1.59824  C5 1.090
12 H -2.12685 3.48414 -0.12295  C5 1.090
13 C 4.86419 0.92264 -3.88814  O14 1.235, N15 1.337, H18 1.101
14 O 5.89697 0.30699 -4.16805  C13 1.235
15 N 3.70186 0.34828 -3.56319  C13 1.337, C16 1.451, C17 1.462
16 C 2.54714 1.22220 -3.65420  N15 1.451, H19 1.090, H20 1.090, H21 1.090
17 C 3.49746 -1.04924 -3.18699  N15 1.462, H22 1.090, H23 1.090, H24 1.090
18 H 4.72913 2.01308 -3.81809  C13 1.101
19 H 1.83116 0.82358 -4.37293  C16 1.090
20 H 2.72086 2.23438 -4.01944  C16 1.090
21 H 2.09087 1.30691 -2.66793  C16 1.090
22 H 2.68732 -1.52400 -3.74051  C17 1.090
23 H 4.38328 -1.61868 -3.46839  C17 1.090
24 H 3.34570 -1.09362 -2.10852  C17 1.090
25 C -2.13651 -3.08233 -4.51490  O26 1.256, N27 1.350, H30 1.101
26 O -2.20409 -2.46693 -5.60718  C25 1.256
27 N -1.23359 -2.76123 -3.56337  C25 1.350, C28 1.432, C29 1.421
28 C -1.12906 -3.55675 -2.37721  N27 1.432, H31 1.090, H32 1.090, H33 1.090
29 C -0.30585 -1.69017 -3.67363  N27 1.421, H34 1.090, H35 1.090, H36 1.090
30 H -2.74326 -3.96414 -4.25707  C25 1.101
31 H -0.11786 -3.95663 -2.45248  C28 1.090
32 H -1.82883 -4.38912 -2.30270  C28 1.090
33 H -1.18669 -3.01958 -1.43052  C28 1.090
34 H 0.71347 -2.04363 -3.51821  C29 1.090
35 H -0.29633 -1.28634 -4.68603  C29 1.090
36 H -0.58879 -0.85093 -3.03823  C29 1.090
37 C 4.99538 -1.18586 0.29664  O38 1.246, N39 1.340, H42 1.101
38 O 3.89085 -0.81572 0.73768  C37 1.246
39 N 5.85144 -0.37779 -0.34251  C37 1.340, C40 1.455, C41 1.468
40 C 7.02951 -0.88840 -1.02721  N39 1.455, H43 1.090, H44 1.090, H45 1.090
41 C 5.75068 1.08152 -0.46933  N39 1.468, H46 1.090, H47 1.090, H48 1.090
42 H 5.40610 -2.20328 0.38815  C37 1.101
43 H 7.91368 -0.52062 -0.50657  C40 1.090
44 H 7.11283 -0.48159 -2.03500  C40 1.090
45 H 7.10998 -1.97533 -1.04206  C40 1.090
46 H 6.60762 1.63104 -0.07977  C41 1.090
47 H 5.73482 1.34150 -1.52777  C41 1.090
48 H 4.87743 1.55251 -0.01800  C41 1.090
49 C -1.56502 -6.12839 1.04194  O50 1.181, N51 1.321, H54 1.101
50 O -0.97100 -5.61834 0.15773  C49 1.181
51 N -2.09634 -5.44232 2.03771  C49 1.321, C52 1.466, C53 1.494
52 C -2.34971 -6.03789 3.35316  N51 1.466, H55 1.090, H56 1.090, H57 1.090
53 C -2.45312 -3.99420 1.95478  N51 1.494, H58 1.090, H59 1.090, H60 1.090
54 H -1.68074 -7.22214 1.09208  C49 1.101
55 H -1.85369 -5.53422 4.18284  C52 1.090
56 H -2.20422 -7.11639 3.41436  C52 1.090
57 H -3.41672 -5.89783 3.52630  C52 1.090
58 H -2.27584 -3.63307 0.94174  C53 1.090
59 H -3.49393 -3.81889 2.22695  C53 1.090
60 H -1.86660 -3.22708 2.46037  C53 1.090
61 C -4.84641 2.56950 -4.03651  O62 1.220, N63 1.340, H66 1.101
62 O -4.81362 3.35593 -4.96810  C61 1.220
63 N -4.20387 1.39589 -3.96507  C61 1.340, C64 1.476, C65 1.510
64 C -3.98694 0.64622 -2.71200  N63 1.476, H67 1.090, H68 1.090, H69 1.090
65 C -3.54458 0.79079 -5.18143  N63 1.510, H70 1.090, H71 1.090, H72 1.090
66 H -5.33513 2.76730 -3.06996  C61 1.101
67 H -3.01715 0.91044 -2.29036  C64 1.090
68 H -3.86333 -0.41379 -2.93382  C64 1.090
69 H -4.76906 0.77412 -1.96365  C64 1.090
70 H -3.85444 1.20778 -6.13967  C65 1.090
71 H -2.47352 0.98986 -5.14550  C65 1.090
72 H -3.60132 -0.29574 -5.11561  C65 1.090
73 C -0.74750 0.00997 1.76389  C74 1.490, H78 1.090, H79 1.090, H80 1.090
74 C 0.66587 0.23131 1.34757  C73 1.490, C75 1.548, H81 1.090, H82 1.090
75 C 0.96361 0.07911 -0.16401  C74 1.548, C76 1.429, H83 1.090, H84 1.090
76 C 0.15971 0.94282 -0.96991  C75 1.429, N77 1.151
77 N -0.42570 1.64785 -1.66681  C76 1.151
78 H -1.15198 -0.98773 1.59329  C73 1.090
79 H -1.43745 0.58765 1.14880  C73 1.090
80 H -0.96625 0.19909 2.81483  C73 1.090
81 H 1.27335 -0.41235 1.98379  C74 1.090
82 H 0.79265 1.28994 1.57415  C74 1.090
83 H 0.68733 -0.95421 -0.37390  C75 1.090
84 H 1.99589 0.18965 -0.49611  C75 1.090
85 C 1.20936 4.61475 -2.87599  C86 1.526, H90 1.090, H91 1.090, H92 1.090
86 C 2.21296 4.56249 -1.72822  C85 1.526, C87 1.554, H93 1.090, H94 1.090
87 C 2.46425 5.96252 -1.10297  C86 1.554, C88 1.461, H95 1.090, H96 1.090
88 C 2.72459 7.06327 -2.02693  C87 1.461, N89 1.122
89 N 2.95779 7.90449 -2.73154  C88 1.122
90 H 0.32369 5.21230 -2.66006  C85 1.090
91 H 0.85698 3.63597 -3.20144  C85 1.090
92 H 1.50008 5.18862 -3.75591  C85 1.090
93 H 3.16942 4.23062 -2.13211  C86 1.090
94 H 1.93325 3.83349 -0.96769  C86 1.090
95 H 3.26090 5.91086 -0.36082  C87 1.090
96 H 1.53177 6.19842 -0.59021  C87 1.090
97 C 0.95269 -3.22622 3.28590  O98 1.458, H99 1.090, H100 1.090, H101 1.090
98 O 0.12120 -3.43859 4.46425  C97 1.458, H102 0.960
99 H 1.00834 -4.13438 2.68568  C97 1.090
100 H 0.39452 -2.50609 2.68762  C97 1.090
101 H 1.97835 -2.92105 3.49325  C97 1.090
102 H 0.24534 -4.34429 4.75731  O98 0.960
103 C 1.30338 -0.48831 5.53330  O104 1.437, H105 1.090, H106 1.090, H107 1.090
104 O 2.46555 -0.96921 6.22918  C103 1.437, H108 0.960
105 H 0.94799 0.48157 5.88132  C103 1.090
106 H 1.46237 -0.37288 4.46115  C103 1.090
107 H 0.50193 -1.22432 5.59694  C103 1.090
108 H 2.27427 -1.40873 7.06094  O104 0.960
109 C 2.13173 -3.85493 -0.33943  O110 1.407, H111 1.090, H112 1.090, H113 1.090
110 O 0.80838 -3.54979 0.02897  C109 1.407, H114 0.960
111 H 2.11099 -4.34709 -1.31176  C109 1.090
112 H 2.69867 -2.93470 -0.48032  C109 1.090
113 H 2.66192 -4.48414 0.37547  C109 1.090
114 H 0.28617 -4.33840 0.19328  O110 0.960
115 C -2.20264 2.88370 3.35592  O116 1.412, H117 1.090, H118 1.090, H119 1.090
116 O -3.21736 2.38070 2.51282  C115 1.412, H120 0.960
117 H -1.20188 2.57871 3.05007  C115 1.090
118 H -2.11107 3.95977 3.20834  C115 1.090
119 H -2.45621 2.79004 4.41187  C115 1.090
120 H -4.00941 2.92152 2.47084  O116 0.960
121 C 4.36870 0.20380 3.76241  O122 1.385, H123 1.090, H124 1.090, H125 1.090
122 O 4.78863 -0.66043 4.75969  C121 1.385, H126 0.960
123 H 5.12005 0.42425 3.00414  C121 1.090
124 H 3.44619 -0.12633 3.28482  C121 1.090
125 H 4.19795 1.15349 4.26938  C121 1.090
126 H 3.99728 -0.86337 5.26385  O122 0.960
127 C -3.04364 -1.96733 5.03453  O128 1.410, H129 1.090, H130 1.090, H131 1.090
128 O -4.00296 -2.99586 4.93343  C127 1.410, H132 0.960
129 H -3.23900 -1.32732 5.89495  C127 1.090
130 H -2.05088 -2.40975 5.11693  C127 1.090
131 H -3.03021 -1.41779 4.09330  C127 1.090
132 H -4.84160 -2.53365 4.86524  O128 0.960
133 C -4.62020 -0.66894 1.61211  O134 1.408, H135 1.090, H136 1.090, H137 1.090
134 O -4.23454 0.35228 0.72309  C133 1.408, H138 0.960
135 H -4.89386 -0.24558 2.57854  C133 1.090
136 H -5.50415 -1.18011 1.23076  C133 1.090
137 H -3.94267 -1.51490 1.72781  C133 1.090
138 H -4.19958 1.16910 1.22627  O134 0.960

Values from the calculation:
E_HOMO in eV: -8.9